Formula: C23H50DyNO6P2Si
Source: the Open Molecules 2025 dataset
Level of theory: ωB97M-V/def2-TZVPD

Geometry (Å):
Dy 0.02309 -0.61902 0.13568
P -2.60665 0.21496 -0.46942
C -2.34262 1.10809 -2.10193
C -0.87172 1.18164 -2.60562
N 0.25659 0.79739 -1.89023
C 1.47932 1.29265 -2.26960
C 1.56117 2.04090 -3.43448
C 0.44944 2.34736 -4.20000
C -0.79881 1.90279 -3.80059
C 2.75832 1.06431 -1.44828
P 2.83066 -0.47464 -0.43147
H -1.71382 2.13330 -4.36515
H 2.55868 2.41318 -3.65860
H 0.53970 2.98692 -5.07542
H 3.58243 1.05638 -2.18189
H 2.95088 1.91275 -0.75571
H -3.12191 0.67533 -2.76704
H -2.72519 2.12778 -2.07976
H -1.62996 -3.54478 -3.06058
O -2.14290 -3.32398 -3.85963
H -1.45403 -2.94496 -4.45442
H -0.85339 -2.60078 1.55655
O 0.46720 -2.67593 0.36040
H 0.57503 -3.51446 -0.12463
C 3.31618 -1.71036 -1.68180
H 4.29738 -1.44229 -2.10249
H 3.36246 -2.68623 -1.16950
H 2.56734 -1.76328 -2.48613
C 4.33624 -0.24781 0.55586
H 4.37445 -1.09175 1.25153
H 5.22504 -0.26095 -0.07921
H 4.29663 0.68848 1.12253
C -3.23776 1.82638 0.18366
H -4.33244 1.79385 0.20295
H -2.75260 1.97764 1.15923
H -2.98878 2.69760 -0.43238
C -4.12382 -0.83518 -0.66482
H -4.28524 -1.24138 0.35379
H -5.00882 -0.26071 -1.00622
H -3.90468 -1.65838 -1.37326
C 0.90341 4.06370 4.78803
C 1.52376 2.92332 3.99084
C 1.62938 3.34343 2.51999
C 2.91891 2.63788 4.53161
O 0.72371 1.71252 4.23348
Si -0.26579 0.86060 3.21902
O 0.31460 0.69055 1.72618
O -0.43877 -0.62206 3.93261
C 0.62918 -1.47825 4.41930
C 1.80167 -1.61783 3.44211
C 1.17568 -0.90188 5.72341
C -0.05281 -2.81954 4.66401
O -1.80344 1.51590 3.26636
C -2.86766 1.10435 4.19688
C -3.48782 -0.17468 3.64177
C -2.33979 0.85675 5.60429
C -3.93628 2.19946 4.25119
H 1.53173 4.96356 4.69550
H 0.84864 3.80434 5.85338
H -0.10169 4.30698 4.41855
H 2.25331 4.25965 2.41706
H 2.09231 2.54420 1.92444
H 0.63773 3.57373 2.10650
H 2.86154 2.32527 5.57963
H 3.40905 1.84134 3.95705
H 3.53514 3.54727 4.48054
H 2.25532 -0.63986 3.20585
H 2.57718 -2.21833 3.95128
H 1.50266 -2.14830 2.52444
H 0.37745 -0.84304 6.48060
H 1.95886 -1.58818 6.08739
H 1.62300 0.09158 5.56895
H -0.85888 -2.67739 5.39496
H -0.46939 -3.20834 3.72420
H 0.69525 -3.51955 5.05565
H -2.75685 -0.99430 3.58931
H -4.32469 -0.47586 4.28868
H -3.86072 0.00854 2.62623
H -1.87437 1.75282 6.03610
H -3.19849 0.58117 6.23418
H -1.63663 0.01286 5.64882
H -3.53626 3.12018 4.69680
H -4.32996 2.40699 3.24822
H -4.75747 1.83794 4.89101

Values from the calculation:
Orbital gap (spin up / spin down), Ha: 0.158 / 0.165
Total charge: +2
Spin multiplicity: 6
E, Ha: -3269.4401

Now the Löwdin charges, all in e: 1.29, 0.83, -0.29, -0.25, -0.02, -0.29, -0.01, 0.00, -0.01, -0.28, 0.80, 0.14, 0.13, 0.13, 0.10, 0.11, 0.11, 0.08, 0.02, -0.07, 0.06, 0.43, -0.36, 0.07, -0.25, 0.07, 0.05, 0.05, -0.23, 0.05, 0.07, 0.05, -0.23, 0.07, 0.02, 0.05, -0.25, 0.04, 0.07, 0.05, -0.03, -0.61, -0.04, -0.03, -0.11, 0.05, -0.45, -0.14, -0.62, -0.03, -0.01, 0.00, -0.13, -0.61, -0.03, -0.02, -0.02, 0.10, 0.10, 0.09, 0.11, 0.06, 0.09, 0.09, 0.08, 0.10, 0.08, 0.11, 0.05, 0.10, 0.10, 0.08, 0.11, 0.07, 0.11, 0.07, 0.10, 0.07, 0.10, 0.10, 0.07, 0.10, 0.08, 0.10

***

Formula: C23H50F3NO11
Source: the Open Molecules 2025 dataset
Level of theory: ωB97M-V/def2-TZVPD

Geometry (Å):
C -1.25536 -4.65276 -4.92349
N 0.17083 -4.69904 -5.16510
C 0.91694 -3.52205 -5.23361
O 1.77238 -3.20869 -4.45312
O 0.54259 -2.64017 -6.20751
C 0.09515 -3.12731 -7.46791
C -0.94548 -2.17045 -8.02988
C -0.38026 -0.86779 -8.58267
F -0.79116 -0.65627 -9.85266
F -0.77624 0.20012 -7.86564
F 0.96484 -0.83571 -8.60915
H -1.65383 -5.66619 -4.93539
H -1.47370 -4.21808 -3.94382
H -1.79761 -4.07129 -5.67950
H 0.62214 -5.56936 -5.36748
H -0.35690 -4.11371 -7.37095
H 0.95429 -3.21517 -8.13750
H -1.51561 -2.65257 -8.82170
H -1.61712 -1.90760 -7.20932
C -2.93670 -1.55628 0.92251
O -1.75552 -2.26360 1.22389
C -1.81967 -3.66762 1.07322
C -0.62867 -4.21241 0.31486
O -0.55032 -3.83436 -1.04562
C -0.22541 -2.49498 -1.37995
C 1.17885 -2.04457 -1.05401
O 1.38777 -1.92067 0.34504
C 2.61536 -2.43289 0.81090
H -3.59990 -1.50396 1.79286
H -2.64755 -0.54260 0.64430
H -3.47671 -2.00255 0.08161
H -2.74509 -3.96553 0.56829
H -1.81563 -4.13036 2.06926
H -0.74359 -5.29968 0.29159
H 0.29952 -3.99718 0.84806
H -0.95973 -1.79669 -0.97196
H -0.31695 -2.45889 -2.46829
H 1.32705 -1.06262 -1.52014
H 1.89823 -2.74038 -1.49628
H 2.90671 -3.33773 0.26853
H 2.48994 -2.68662 1.86402
H 3.41823 -1.69187 0.72277
C 5.99373 3.72989 -2.29690
O 5.30363 2.78650 -1.50917
C 6.11158 2.01877 -0.63872
C 5.55631 1.95384 0.76666
O 5.55665 3.17780 1.47553
C 4.61031 4.17513 1.13983
C 3.17970 3.86164 1.51519
O 2.63061 2.83649 0.71102
C 1.88813 1.85573 1.40104
H 6.40212 3.27103 -3.20385
H 5.28107 4.50124 -2.58799
H 6.80617 4.20437 -1.73760
H 7.13265 2.41379 -0.60712
H 6.16091 0.98991 -1.01976
H 6.23377 1.30940 1.33373
H 4.57273 1.47912 0.77765
H 4.67981 4.46328 0.08848
H 4.90635 5.04121 1.73727
H 2.59088 4.77829 1.37609
H 3.13651 3.58830 2.57533
H 2.32900 1.62994 2.37752
H 1.90134 0.94412 0.80301
H 0.84722 2.16852 1.54191
C -6.46144 1.75170 6.81487
O -5.74324 2.50070 5.86084
C -4.94116 3.54013 6.38800
C -3.53818 3.53950 5.82274
O -2.74105 2.43002 6.18671
C -2.98562 1.17183 5.58730
C -2.59881 1.05922 4.13052
O -3.45276 1.80987 3.28470
C -2.79897 2.55909 2.28563
H -7.40440 2.24180 7.08071
H -6.68625 0.78165 6.37200
H -5.87398 1.58771 7.72355
H -4.89102 3.47537 7.48008
H -5.39916 4.50402 6.12922
H -3.02971 4.39930 6.26747
H -3.55020 3.69422 4.74175
H -4.01611 0.84315 5.74058
H -2.33824 0.48068 6.13285
H -2.66942 0.00116 3.84645
H -1.55775 1.37616 4.00569
H -1.86292 2.99140 2.65403
H -3.46324 3.37260 1.99440
H -2.58360 1.94845 1.40175

Values from the calculation:
Orbital gap, Ha: 0.350
SMILES string: CNC(=O)OCCC(F)(F)F.COCCOCCOC.COCCOCCOC.COCCOCCOC
Spin multiplicity: 1
E, Ha: -2088.1463
Energy relative to the best compared isomer or geometry (same formula, charge and spin), kJ/mol: 0.0

Now the Löwdin charges, all in e: -0.07, -0.01, -0.53, 0.14, 0.02, -0.18, -0.03, -0.60, 0.12, 0.13, 0.14, 0.09, 0.08, 0.07, 0.13, 0.11, 0.14, 0.13, 0.13, -0.11, -0.20, -0.20, -0.18, -0.12, -0.18, -0.19, -0.21, -0.11, 0.09, 0.08, 0.09, 0.12, 0.13, 0.13, 0.12, 0.12, 0.11, 0.13, 0.12, 0.09, 0.09, 0.08, -0.11, -0.19, -0.20, -0.19, -0.12, -0.19, -0.20, -0.19, -0.10, 0.09, 0.09, 0.09, 0.12, 0.13, 0.13, 0.11, 0.12, 0.13, 0.13, 0.12, 0.09, 0.08, 0.08, -0.11, -0.19, -0.20, -0.19, -0.12, -0.18, -0.20, -0.19, -0.11, 0.09, 0.09, 0.09, 0.12, 0.13, 0.13, 0.12, 0.12, 0.13, 0.12, 0.12, 0.08, 0.09, 0.08

***

Formula: C23H50I3N16O8
Source: the Open Molecules 2025 dataset
Level of theory: ωB97M-V/def2-TZVPD

Geometry (Å):
C 0.03805 3.25983 -4.43983
C 0.24889 2.16172 -3.40694
I 1.07760 2.71126 -1.51600
C -0.04271 0.86492 -3.60404
I -0.87965 0.09790 -5.40930
C 0.25380 -0.16982 -2.52241
C 1.50481 -0.84041 -2.60451
I 2.84944 -0.36652 -4.19441
C 1.86796 -1.79878 -1.61764
C 0.92746 -2.02430 -0.57196
C -0.29695 -1.32418 -0.52782
C -1.19860 -1.63316 0.67918
C -2.11004 -2.86950 0.44225
N -2.98469 -3.14205 1.31925
N -0.62087 -0.42175 -1.50001
O -1.79517 0.26050 -1.40003
C -2.76520 -0.15711 -2.41864
C -4.23573 -0.12308 -1.95471
C -4.50260 -0.79883 -0.57480
C -4.87548 1.31560 -1.95939
C -5.45886 1.55257 -3.39891
C -3.86851 2.47530 -1.69669
H -0.53252 2.94933 -5.33010
H -0.43069 4.15902 -3.99637
H 1.04351 3.56645 -4.80452
H 2.83816 -2.31333 -1.65181
H 1.18880 -2.74838 0.21910
H -0.49752 -1.94282 1.49125
H -1.74324 -0.75365 1.06052
H -1.97001 -3.42728 -0.50800
H -3.50747 -3.96276 0.98956
H -2.44576 -1.12311 -2.86290
H -2.68526 0.58423 -3.24308
H -4.80647 -0.72095 -2.70103
H -5.54630 -0.62490 -0.24278
H -3.77613 -0.50321 0.20630
H -4.43781 -1.89814 -0.73679
H -5.72801 1.32169 -1.24902
H -4.61798 1.52333 -4.13451
H -5.91184 2.55987 -3.49835
H -6.16076 0.75392 -3.70902
H -3.21304 2.58594 -2.58113
H -4.46446 3.41215 -1.61700
H -3.32424 2.38103 -0.73845
C -2.58841 -2.83880 -7.92051
O -1.90424 -3.46865 -7.13361
N -2.77996 -1.48947 -7.80140
N -3.21781 -3.41885 -8.97932
H -3.33628 -0.94198 -8.43108
H -2.32588 -1.03881 -7.02821
H -3.09829 -4.40905 -9.09621
H -3.78413 -2.91594 -9.63607
C 2.43757 -1.99807 3.28777
O 1.61217 -2.80150 2.86040
N 2.96969 -2.08970 4.52945
N 2.89135 -0.94699 2.55100
H 3.64784 -1.44308 4.89035
H 2.66655 -2.85395 5.10533
H 2.52397 -0.84210 1.62403
H 3.57109 -0.28663 2.88510
C 6.71376 -1.60784 4.66396
O 6.02012 -1.47378 3.66456
N 7.31216 -2.79256 4.98211
N 6.94331 -0.59124 5.53557
H 7.88466 -2.92686 5.79370
H 7.16247 -3.56423 4.35767
H 6.51396 0.30048 5.33138
H 7.50864 -0.68077 6.35833
C 5.35848 3.08920 6.56629
O 5.72159 2.29260 5.70303
N 4.05747 3.30358 6.87067
N 6.24740 3.82583 7.29207
H 3.74466 3.94562 7.56885
H 3.37583 2.77860 6.35619
H 7.22259 3.69438 7.09417
H 5.97784 4.48126 8.00107
C 1.35776 2.87649 8.97959
O 2.25840 3.57857 8.54140
N 0.19448 3.39260 9.45923
N 1.44971 1.51889 9.02174
H -0.55514 2.83467 9.82250
H 0.09487 4.39175 9.44271
H 2.29748 1.10568 8.67595
H 0.72632 0.92210 9.37595
C -5.27470 -6.86969 -0.38015
O -5.95274 -6.73669 -1.37991
N -4.70155 -8.05579 -0.02957
N -5.02883 -5.83261 0.48183
H -4.14006 -8.18384 0.79094
H -4.86090 -8.83820 -0.63848
H -5.43780 -4.94386 0.25494
H -4.47396 -5.91747 1.31328
C 2.47328 5.86026 -6.30482
O 1.65308 5.04992 -6.70911
N 3.03506 5.78761 -5.06140
N 2.89750 6.90768 -7.06330
H 3.70898 6.44450 -4.71580
H 2.74916 5.02932 -4.47057
H 2.50662 6.99419 -7.98425
H 3.56891 7.58475 -6.75391

Values from the calculation:
Orbital gap, Ha: 0.274
Total charge: +1
Spin multiplicity: 1
E, Ha: -3277.4467

Atomic partial charges in e from the Löwdin method, atoms 1 to 99: -0.15, -0.75, 0.95, -0.78, 1.12, -0.35, -0.59, 0.97, -0.04, 0.03, -0.11, -0.07, -0.22, 0.12, -0.01, -0.05, -0.14, -0.30, -0.05, -0.37, -0.08, -0.07, 0.04, 0.09, 0.06, 0.12, 0.13, 0.12, 0.12, 0.13, 0.02, 0.13, 0.05, 0.14, 0.09, 0.07, 0.07, 0.13, 0.08, 0.08, 0.08, 0.07, 0.09, 0.08, -0.69, 0.02, 0.13, 0.15, 0.10, -0.09, 0.11, 0.10, -0.68, -0.01, 0.17, 0.17, 0.09, 0.11, 0.08, 0.10, -0.69, 0.00, 0.15, 0.16, 0.09, 0.10, 0.06, 0.10, -0.67, -0.01, 0.15, 0.15, 0.06, 0.10, 0.10, 0.10, -0.65, 0.00, 0.16, 0.16, 0.10, 0.11, 0.11, 0.10, -0.69, 0.04, 0.15, 0.13, 0.09, 0.11, 0.10, 0.09, -0.68, 0.02, 0.15, 0.15, 0.10, 0.08, 0.11

***

Formula: C23H50N2O4Si
Source: the Open Molecules 2025 dataset
Level of theory: ωB97M-V/def2-TZVPD

Geometry (Å):
C -2.24385 -1.99784 0.76188
C -1.12382 -0.95989 0.45436
C -1.56382 0.11432 -0.59662
Si -2.53653 1.54722 0.19018
O -1.43175 2.31921 1.28041
C -4.01707 1.00467 1.24532
C -5.19210 0.36222 0.43880
O -4.85858 -0.01905 -0.87770
H -2.13285 -2.38721 1.78709
H -2.19829 -2.81896 0.03352
H -3.25192 -1.55217 0.73508
H -0.77298 -0.49428 1.38718
H -0.28442 -1.50848 0.00009
H -2.09948 -0.34207 -1.44601
H -0.63495 0.55413 -0.99770
H -2.88335 2.53043 -0.83846
H -1.51520 1.83138 2.09999
H -3.70537 0.32666 2.06003
H -4.41845 1.92041 1.71930
H -6.00132 1.09981 0.35390
H -5.61482 -0.46542 1.03854
H -4.22620 -0.73327 -0.86532
C 1.85934 1.45447 -5.74011
C 1.31609 0.38676 -4.77054
C 2.01039 -0.95474 -5.03875
C 1.53114 -1.62466 -6.32215
C 0.01363 -1.77303 -6.30700
C -0.72278 -0.45253 -6.04230
N -0.16261 0.29234 -4.88243
O -0.61027 -0.26725 -3.79064
C -0.67899 0.43034 -7.30735
C -2.21566 -0.75991 -5.84643
C 1.74526 0.89205 -3.38455
H 2.92097 1.62473 -5.55553
H 1.78668 1.18026 -6.78949
H 1.34554 2.40688 -5.59838
H 1.82943 -1.63676 -4.20102
H 3.09214 -0.80843 -5.08483
H 1.85676 -1.05592 -7.19780
H 1.99222 -2.61122 -6.41202
H -0.32072 -2.19375 -7.25904
H -0.25639 -2.50392 -5.53781
H -0.98179 1.45441 -7.08284
H -1.36588 0.04980 -8.06454
H 0.29630 0.45332 -7.79018
H -2.39183 -1.47303 -5.04169
H -2.62934 -1.20283 -6.75293
H -2.77886 0.15008 -5.63111
H 1.24579 1.83161 -3.13868
H 2.82068 1.07375 -3.36662
H 1.53290 0.17360 -2.59323
C 2.23242 0.57696 3.22763
C 2.15684 -0.54692 4.28028
C 0.71565 -1.06036 4.38137
C -0.21313 -0.08631 5.09866
C 0.35020 0.27052 6.46999
C 1.79348 0.79088 6.41539
N 2.68040 -0.06894 5.58605
O 3.00370 -1.11749 6.29677
C 1.80483 2.23673 5.87541
C 2.31795 0.91935 7.85394
C 3.03397 -1.66174 3.69115
H 1.98348 0.18521 2.23992
H 1.53747 1.39536 3.39881
H 3.24086 0.99042 3.17115
H 0.69921 -2.01476 4.91840
H 0.32615 -1.26647 3.38105
H -0.36586 0.81463 4.49580
H -1.19902 -0.54345 5.21763
H -0.29091 1.01861 6.94398
H 0.30458 -0.61901 7.10652
H 2.81528 2.54737 5.60497
H 1.44605 2.93272 6.63500
H 1.15276 2.38777 5.01696
H 2.26269 -0.02023 8.40271
H 1.71802 1.64157 8.40867
H 3.35316 1.26533 7.86450
H 4.07798 -1.34764 3.63230
H 2.70327 -1.90562 2.68036
H 2.98548 -2.58275 4.27073

Values from the calculation:
Orbital gap (spin up / spin down), Ha: 0.340 / 0.349
Spin multiplicity: 3
E, Ha: -1606.2167

Now the Löwdin charges, all in e: -0.10, -0.29, -0.27, 0.60, -0.22, -0.25, -0.32, -0.09, 0.07, 0.08, 0.04, 0.07, 0.10, 0.07, 0.06, 0.00, 0.01, 0.07, 0.08, 0.11, 0.11, 0.05, -0.04, -0.49, -0.13, -0.18, -0.13, -0.49, -0.06, -0.03, -0.04, -0.04, -0.04, 0.09, 0.06, 0.09, 0.12, 0.12, 0.10, 0.11, 0.13, 0.12, 0.09, 0.08, 0.06, 0.08, 0.08, 0.09, 0.09, 0.09, 0.07, -0.03, -0.49, -0.13, -0.18, -0.13, -0.49, -0.07, -0.02, -0.04, -0.05, -0.04, 0.08, 0.06, 0.09, 0.13, 0.11, 0.10, 0.11, 0.13, 0.13, 0.09, 0.08, 0.06, 0.08, 0.08, 0.09, 0.09, 0.08, 0.08

***

Number 1: M 689.188 g mol⁻¹, strongest force on any atom 3.226 eV/A. Number 2: M 573.643 g mol⁻¹, strongest force on any atom 0.442 eV/A. Number 3: M 1059.469 g mol⁻¹, strongest force on any atom 1.741 eV/A. Number 4: M 446.749 g mol⁻¹, strongest force on any atom 2.932 eV/A.